1.
Computed, not measured: a molecular structure, C7H20GaNO2S at a distorted geometry, with the ωB97M-V functional and the def2-TZVPD basis.

Last column: Mulliken charge in e.
Atoms and positions in Å:
C -1.996 -3.296 0.268  -1.093
C -0.468 -3.395 0.319  -0.409
S 0.127 -2.161 1.517  -0.182
C 1.618 -1.433 0.790  -0.940
Ga 1.694 0.585 0.886  0.744
C -0.041 1.607 0.365  -0.312
C -1.122 0.833 -0.313  -0.119
O -2.061 0.381 0.325  -0.570
N -1.097 0.631 -1.751  0.024
C 0.072 -0.189 -2.104  -0.479
C -1.123 1.884 -2.498  -0.882
H -2.308 -2.498 -0.396  0.240
H -2.417 -4.249 -0.040  0.368
H -2.345 -3.013 1.257  0.294
H -0.173 -4.397 0.620  0.438
H -0.016 -3.223 -0.654  0.248
H 2.472 -1.811 1.350  0.530
H 1.780 -1.757 -0.234  0.314
H 1.954 1.022 2.487  -0.445
H 2.951 1.173 0.080  -0.392
H -0.484 2.022 1.269  0.298
H 0.261 2.443 -0.266  0.188
H 0.059 -1.064 -1.465  -0.324
H -0.067 -0.549 -3.118  0.472
H 1.004 0.373 -1.998  0.323
H -0.553 1.746 -3.415  0.373
H -2.130 2.159 -2.796  0.267
H -0.648 2.715 -1.976  0.306
O 1.300 3.365 2.680  -0.516
H 2.162 3.390 3.136  0.452
H 0.786 4.187 2.783  0.455
H 0.811 2.519 2.889  0.329

gap between HOMO and LUMO: 5.245 eV
energy relative to the best compared isomer or geometry (same formula, charge and spin): 4.7 kcal/mol
multiplicity: 1
HOMO: -0.254 Ha



2.
Computed, not measured: a molecular structure, C7H20IInO6PS at a distorted geometry, with the ωB97M-V functional and the def2-TZVPD basis.

Last column: Mulliken charge in e.
Atoms and positions in Å:
O 1.654 -2.625 -1.561  -0.540
S 0.752 -3.685 -1.961  0.927
O -0.262 -3.196 -2.882  -0.656
C 1.628 -4.988 -2.724  -1.103
In 3.780 -4.983 -2.004  0.674
I 3.458 -5.545 0.755  -0.500
H 0.231 -4.186 -0.811  0.089
H 1.116 -5.904 -2.423  0.370
H 1.541 -4.796 -3.791  0.359
H 4.738 -6.194 -2.835  -0.313
H 4.411 -3.362 -2.100  -0.302
O -2.470 2.236 1.303  -0.770
P -1.136 2.390 0.700  1.043
O -0.036 1.631 1.585  -0.299
C -0.273 0.476 2.386  -0.310
C -0.072 -0.804 1.602  -1.014
O -0.744 3.945 0.923  -0.361
C -1.692 4.881 1.419  -0.301
C -1.569 5.037 2.921  -1.024
O -0.333 2.361 -0.670  -0.355
C -0.062 1.119 -1.351  -0.160
C -1.291 0.394 -1.843  -1.011
H -1.273 0.478 2.826  0.289
H 0.441 0.545 3.208  0.345
H -0.803 -0.894 0.796  0.157
H -0.181 -1.670 2.257  0.455
H 0.922 -0.835 1.155  0.308
H -2.706 4.598 1.137  0.337
H -1.475 5.833 0.929  0.329
H -1.616 4.068 3.418  0.275
H -2.367 5.672 3.312  0.360
H -0.609 5.487 3.180  0.267
H 0.561 0.493 -0.712  0.197
H 0.548 1.381 -2.214  0.291
H -2.004 0.180 -1.040  0.329
H -1.000 -0.549 -2.307  0.292
H -1.810 1.009 -2.581  0.323

gap between HOMO and LUMO: 8.065 eV
total charge: -1
multiplicity: 1
HOMO: -0.199 Ha



3.
Computed, not measured: 2 unconnected molecules or ions with the total composition C7H20N2O4P at a distorted geometry, with the ωB97M-V functional and the def2-TZVPD basis.

Last column: Mulliken charge in e.
Atoms and positions in Å:
C 1.269 -2.938 0.930  -0.874
P 0.963 -2.295 -0.736  0.281
O 0.520 -3.576 -1.607  -0.492
N -0.588 -1.314 -0.449  -0.140
C -1.906 -1.992 -0.737  -0.599
C -2.363 -2.824 0.428  -0.592
N -1.718 -4.140 0.513  -0.481
H 0.493 -3.637 1.219  0.371
H 1.280 -2.090 1.602  0.287
H 2.238 -3.413 0.892  0.377
H 0.598 -3.364 -2.552  0.362
H -0.551 -0.974 0.515  0.135
H -0.512 -0.494 -1.047  0.396
H -1.825 -2.543 -1.663  0.396
H -2.633 -1.209 -0.908  0.397
H -2.171 -2.254 1.338  0.285
H -3.437 -2.940 0.361  0.416
H -1.172 -4.348 -0.315  0.187
H -2.424 -4.862 0.564  0.285
C 1.483 5.447 -0.948  -1.122
C 1.387 4.062 -1.546  -0.168
O 1.702 3.035 -0.581  -0.351
C 0.753 2.758 0.298  0.759
O -0.356 3.222 0.341  -0.541
O 1.225 1.818 1.136  -0.327
C 0.334 1.487 2.203  -0.693
H 2.466 5.599 -0.501  0.305
H 1.329 6.199 -1.720  0.365
H 0.736 5.595 -0.171  0.322
H 2.123 3.940 -2.337  0.292
H 0.402 3.874 -1.974  0.306
H -0.654 1.212 1.828  0.305
H 0.241 2.318 2.898  0.330
H 0.769 0.639 2.727  0.221

gap between HOMO and LUMO: 10.207 eV
total charge: +1
energy relative to the best compared isomer or geometry (same formula, charge and spin): 4.8 kcal/mol
multiplicity: 1
HOMO: -0.490 Ha



4.
Computed, not measured: 2 unconnected molecules or ions with the total composition C7H20N2Si at a distorted geometry, with the ωB97M-V functional and the def2-TZVPD basis.

Last column: Mulliken charge in e.
Atoms and positions in Å:
C 3.554 -0.132 -0.944  -0.959
C -3.408 -1.414 1.100  -1.052
C -4.546 -0.660 -0.955  -1.337
C 1.343 2.680 -0.010  -1.027
C 1.311 1.165 1.958  -1.239
C 2.709 -1.445 -0.949  -0.483
C -3.268 -0.764 -0.212  0.130
N 1.601 -1.382 -0.147  -0.100
N 1.342 1.280 0.471  0.229
Si 0.557 -0.062 -0.376  -0.242
H 3.243 0.359 -0.024  0.333
H 4.600 -0.333 -1.029  0.383
H 3.385 0.464 -1.808  0.224
H -4.347 -1.125 1.593  0.327
H -3.376 -2.474 1.096  0.295
H -2.623 -1.076 1.665  0.335
H -5.293 -0.294 -0.382  0.407
H -4.953 -1.623 -1.242  0.316
H -4.467 -0.106 -1.844  0.366
H 1.855 2.510 -0.944  0.341
H 0.321 3.020 -0.234  0.266
H 1.960 3.418 0.568  0.318
H 1.064 0.199 2.311  0.408
H 2.080 1.695 2.309  0.436
H 0.478 1.778 2.318  0.387
H 2.504 -1.929 -1.896  0.309
H 3.434 -2.086 -0.438  0.313
H -2.458 0.017 -0.393  0.181
H 1.170 -2.262 0.085  0.261
H 0.225 0.580 -1.644  -0.124

gap between HOMO and LUMO (alpha / beta): 7.335 / 7.414 eV
energy relative to the best compared isomer or geometry (same formula, charge and spin): 103.6 kcal/mol
multiplicity: 1
HOMO (alpha / beta): -0.274 / -0.246 Ha



5.
Computed, not measured: a gas-phase ion, C7H20N2Si (charge +2) at a distorted geometry, with the ωB97M-V functional and the def2-TZVPD basis.

Last column: Mulliken charge in e.
Atoms and positions in Å:
C 2.094 -0.446 0.927  -0.308
C 0.770 -0.468 0.852  -0.560
C 3.848 1.192 0.550  -0.894
C 3.759 -0.840 -0.795  -0.878
C -4.353 0.513 0.399  -0.854
C -3.045 -1.362 -0.400  -0.882
C -2.016 0.874 -0.255  -0.744
N 2.966 0.175 -0.066  0.184
N -2.996 -0.071 0.311  -0.101
Si -0.219 0.257 -0.623  0.347
H 2.653 -0.892 1.740  0.486
H 4.407 1.716 -0.224  0.409
H 3.256 1.916 1.108  0.356
H 4.555 0.715 1.226  0.391
H 4.391 -1.389 -0.100  0.397
H 3.100 -1.540 -1.304  0.335
H 4.396 -0.353 -1.531  0.401
H -4.767 0.645 -0.599  0.403
H -5.006 -0.151 0.964  0.381
H -4.327 1.479 0.902  0.354
H -3.816 -2.000 0.030  0.376
H -3.281 -1.197 -1.450  0.394
H -2.092 -1.882 -0.322  0.361
H -2.707 -0.272 1.276  0.340
H -1.972 1.745 0.402  0.452
H -2.417 1.233 -1.206  0.402
H 2.373 0.654 -0.754  0.227
H 0.264 -0.973 1.663  0.423
H 0.441 1.495 -1.061  -0.166
H -0.260 -0.774 -1.658  -0.035

gap between HOMO and LUMO: 11.744 eV
total charge: +2
energy relative to the best compared isomer or geometry (same formula, charge and spin): 33.4 kcal/mol
multiplicity: 1
structure (SMILES): C[NH+](C)/C=C\[SiH2]C[NH+](C)C
HOMO: -0.662 Ha



6.
Computed, not measured: a molecular structure, C7H20NO2PSTa at a distorted geometry, with the ωB97M-V functional and the def2-TZVPD basis.

Last column: Mulliken charge in e.
Atoms and positions in Å:
C -3.373 -2.151 -1.593  -1.221
C -1.919 -2.358 -1.267  0.700
O -1.070 -2.322 -2.154  -0.560
N -1.621 -2.627 0.092  0.136
C -0.425 -3.457 0.193  -1.004
C -1.539 -1.400 0.913  -1.265
C -0.593 -0.318 0.423  0.396
C -0.422 0.780 1.470  -0.549
C 0.977 1.442 1.379  -1.514
Ta 1.305 2.799 -0.460  0.476
S 2.174 0.937 -1.927  -0.519
P 3.803 3.371 0.107  0.182
O 4.506 2.105 0.528  -0.621
H -3.774 -1.273 -1.099  0.307
H -3.449 -1.990 -2.658  0.365
H -3.956 -3.025 -1.333  0.294
H -0.298 -3.793 1.214  0.325
H -0.557 -4.326 -0.439  0.333
H 0.486 -2.967 -0.140  0.348
H -1.265 -1.714 1.914  0.507
H -2.549 -1.000 0.975  0.164
H -0.959 0.124 -0.495  0.216
H 0.377 -0.765 0.246  0.116
H -1.136 1.570 1.274  0.239
H -0.552 0.375 2.473  0.405
H 1.737 0.662 1.375  0.508
H 1.151 2.056 2.263  0.433
H 1.354 3.928 -1.941  -0.076
H -0.452 2.527 -0.990  -0.177
H 0.744 4.181 0.615  -0.158
H 2.919 0.283 -1.028  0.171
H 3.947 4.382 1.098  0.028
H 4.426 3.962 -1.027  0.014

gap between HOMO and LUMO: 7.448 eV
total charge: -1
multiplicity: 1
HOMO: -0.179 Ha



7.
Computed, not measured: 4 unconnected molecules or ions with the total composition C7H20O3 at a distorted geometry, with the ωB97M-V functional and the def2-TZVPD basis.

Last column: Mulliken charge in e.
Atoms and positions in Å:
C -0.117 2.625 -2.621  -1.197
C 0.462 1.422 -1.881  -0.348
C -0.352 0.921 -0.735  1.145
C -1.631 0.151 -1.152  -0.531
C -2.281 -1.839 2.125  -1.164
C -1.607 -1.105 1.010  0.171
C -2.050 -1.000 -0.245  -0.471
H -0.031 2.672 -3.688  0.360
H -1.174 2.731 -2.358  0.319
H 0.452 3.551 -2.306  0.269
H 0.438 0.594 -2.635  0.225
H 1.507 1.505 -1.577  0.451
H -0.674 1.706 -0.042  0.457
H 0.136 0.318 -0.038  -1.765
H -2.450 0.818 -1.196  0.381
H -1.487 -0.220 -2.178  0.328
H -2.295 -0.999 2.874  0.294
H -1.839 -2.794 2.433  0.251
H -3.369 -1.973 2.098  0.318
H -0.757 -0.534 1.312  0.220
H -2.926 -1.381 -0.739  0.362
H 3.632 -2.130 0.272  0.323
H 2.416 -2.638 1.233  0.285
O 3.350 -2.507 1.104  -0.611
H 2.721 0.151 0.499  0.327
H 1.268 -0.444 0.281  0.224
O 2.144 -0.360 -0.069  -0.651
H 0.172 1.625 2.660  0.277
H 1.094 2.253 1.610  0.291
O 0.658 1.408 1.841  -0.540

gap between HOMO and LUMO: 9.489 eV
energy relative to the best compared isomer or geometry (same formula, charge and spin): 46.6 kcal/mol
multiplicity: 1
structure (SMILES): C/C=C/CCCC.O.O.O
HOMO: -0.338 Ha



8.
Computed, not measured: C7H20Si2 in the gas phase at a distorted geometry, with the ωB97M-V functional and the def2-TZVPD basis.

Last column: Mulliken charge in e.
Atoms and positions in Å:
C 1.210 1.677 -2.515  -1.160
C 1.213 2.471 0.399  -1.003
C -1.350 1.545 -1.051  -1.203
C 0.582 -3.098 1.130  -1.042
C -1.892 -1.673 -0.003  -0.995
C -0.558 -0.594 2.352  -1.022
C 0.960 -0.494 -0.334  -0.649
Si 0.529 1.281 -0.836  0.243
Si -0.201 -1.463 0.762  0.166
H 2.192 1.211 -2.596  0.327
H 0.534 1.216 -3.240  0.279
H 1.316 2.711 -2.746  0.361
H 1.079 3.487 0.023  0.310
H 0.706 2.456 1.351  0.346
H 2.274 2.260 0.495  0.305
H -1.682 1.986 -0.123  0.345
H -2.004 0.718 -1.285  0.372
H -1.452 2.295 -1.820  0.394
H 1.412 -2.918 1.815  0.304
H 1.021 -3.490 0.245  0.325
H -0.134 -3.771 1.610  0.277
H -2.522 -2.362 0.574  0.356
H -2.383 -0.694 0.061  0.261
H -1.837 -2.037 -1.028  0.329
H 0.328 -0.247 2.928  0.314
H -1.202 -1.249 2.918  0.339
H -1.113 0.305 2.074  0.316
H 1.038 -1.058 -1.253  0.366
H 1.935 -0.468 0.094  0.440

gap between HOMO and LUMO: 10.810 eV
energy relative to the best compared isomer or geometry (same formula, charge and spin): 0.0 kcal/mol
multiplicity: 1
structure (SMILES): C[Si](C)(C)C[Si](C)(C)C
HOMO: -0.365 Ha



Calculated electronic energy, -76374.64661; -53270.18613; -28036.61969; -18436.66086; -18424.53452; -34841.66646; -13723.56095; -23340.64524 eV (same order as the records).